[1]
Entry from OMol25: a single C3H6N2 molecule (ωB97M-V with the def2-TZVPD basis set).

Atoms and positions in Å:
C (1.41154, -0.07485, 0.01958)
N (0.88747, -1.24409, 0.01621)
C (-0.57959, -1.00293, -0.01385)
C (-0.80275, 0.51906, 0.02306)
N (0.55944, 0.99439, 0.00552)
H (2.50056, 0.06700, -0.00611)
H (-1.00297, -1.45695, -0.92003)
H (-1.06359, -1.46999, 0.85285)
H (-1.42825, 0.88144, -0.82122)
H (-1.30264, 0.81808, 0.95484)
H (0.82079, 1.96885, -0.11084)

Results
Total charge   0
Energy   -6187.9425 eV
Kohn-Sham gap   9.4203 eV
E_LUMO   1.04 eV
SMILES   C1=NCCN1

Calculated atomic charges, method Mulliken, unit e: number 1, C, carries -0.05; number 2, N, carries -0.57; number 3, C, carries -0.34; number 4, C, carries -0.34; number 5, N, carries -0.20; number 6, H, carries 0.36; number 7, H, carries 0.25; number 8, H, carries 0.24; number 9, H, carries 0.24; number 10, H, carries 0.22; number 11, H, carries 0.19

[2]
Entry from OMol25: a single C3H6N2 molecule (ωB97M-V with the def2-TZVPD basis set).

Atoms and positions in Å:
C (1.30038, -0.67551, -0.21656)
C (0.97130, 0.60290, 0.09722)
C (-0.30266, 1.22247, -0.28997)
N (-1.51793, 0.57422, -0.02824)
N (-1.43695, -0.82345, -0.22788)
H (2.24748, -1.17107, 0.23297)
H (0.66927, -1.22022, -0.82521)
H (1.41531, 1.47535, 0.32248)
H (-0.39241, 2.25253, -0.25817)
H (-2.16895, -1.01252, 0.61027)
H (-0.78483, -1.22469, 0.58311)

Results
Total charge   0
Energy   -6183.7514 eV
Kohn-Sham gap   9.3372 eV
E_LUMO   0.27 eV
SMILES   C=C/C=N\N

Calculated atomic charges, method Mulliken, unit e: number 1, C, carries -0.99; number 2, C, carries -0.02; number 3, C, carries -0.23; number 4, N, carries -0.37; number 5, N, carries -0.43; number 6, H, carries 0.20; number 7, H, carries 0.58; number 8, H, carries 0.35; number 9, H, carries 0.37; number 10, H, carries 0.32; number 11, H, carries 0.23

[3]
Entry from OMol25: a single C3H6N2 molecule (ωB97M-V with the def2-TZVPD basis set).

Atoms and positions in Å:
C (-0.40954, -0.30916, 1.07566)
C (0.25937, -0.29420, -0.27232)
N (-0.81831, 0.15543, -1.11851)
C (1.52981, 0.46386, -0.38764)
N (2.54236, 1.01062, -0.52315)
H (0.34747, -0.46874, 1.86544)
H (-1.12199, 0.64906, 1.01772)
H (-1.10848, -1.15782, 1.04699)
H (0.50564, -1.36278, -0.25835)
H (-0.46643, 0.57098, -1.98381)
H (-1.33454, 0.80561, -0.42729)

Results
Total charge   0
Energy   -6186.9496 eV
Kohn-Sham gap   11.1849 eV
E_LUMO   0.85 eV
SMILES   C[C@@H](N)C#N

Calculated atomic charges, method Mulliken, unit e: number 1, C, carries -1.11; number 2, C, carries 0.43; number 3, N, carries -0.53; number 4, C, carries 0.10; number 5, N, carries -0.41; number 6, H, carries 0.35; number 7, H, carries 0.22; number 8, H, carries 0.32; number 9, H, carries 0.18; number 10, H, carries 0.27; number 11, H, carries 0.19

[4]
Entry from OMol25: a 2-piece molecular cluster, C3H6N2 overall (ωB97M-V with the def2-TZVPD basis set).

Atoms and positions in Å:
C (-0.31261, -1.14153, 0.92735)
C (-0.40535, 0.06676, 0.07744)
N (0.19383, 1.18273, 0.35622)
C (0.70556, 0.00243, -2.15559)
N (0.60422, 1.14261, -2.43097)
H (0.09740, -1.93642, 0.29475)
H (0.33430, -0.99982, 1.79754)
H (-1.31177, -1.45259, 1.24978)
H (-1.08107, 0.08270, -0.76612)
H (0.28940, 1.82170, -0.44435)
H (0.88610, 1.23142, 1.09395)

Results
Total charge   0
Energy   -6185.9683 eV
Kohn-Sham gap   8.5996 eV
E_LUMO   -0.41 eV

Calculated atomic charges, method Mulliken, unit e: number 1, C, carries -0.89; number 2, C, carries -0.06; number 3, N, carries -0.34; number 4, C, carries -0.13; number 5, N, carries -0.60; number 6, H, carries 0.26; number 7, H, carries 0.35; number 8, H, carries 0.29; number 9, H, carries 0.54; number 10, H, carries 0.36; number 11, H, carries 0.22

[5]
Entry from OMol25: a 2-piece molecular cluster, C3H6N2 overall (ωB97M-V with the def2-TZVPD basis set).

Atoms and positions in Å:
C (-0.29876, -1.33942, 0.17195)
N (0.11509, -0.49372, -0.65221)
C (1.26101, 0.30693, -0.35345)
H (0.17017, -1.52621, 1.14935)
H (-1.17459, -1.92027, -0.07134)
H (0.95102, 1.35401, -0.35984)
H (1.99003, 0.17317, -1.15323)
H (1.72535, 0.06958, 0.61306)
C (-3.24310, 0.65922, -0.14290)
N (-3.31730, -0.47575, -0.12125)
H (-3.19073, 1.71574, -0.16036)

Results
Total charge   0
Energy   -6186.6629 eV
Kohn-Sham gap   10.5049 eV
E_LUMO   1.02 eV
SMILES   C=NC.C#N

Calculated atomic charges, method Mulliken, unit e: number 1, C, carries -0.33; number 2, N, carries -0.37; number 3, C, carries -0.62; number 4, H, carries 0.23; number 5, H, carries 0.34; number 6, H, carries 0.22; number 7, H, carries 0.22; number 8, H, carries 0.30; number 9, C, carries 0.09; number 10, N, carries -0.36; number 11, H, carries 0.27

[6]
Entry from OMol25: a single C3H6N2 molecule (ωB97M-V with the def2-TZVPD basis set).

Atoms and positions in Å:
H (-1.83522, -1.41340, -0.40067)
N (-0.89068, -1.07321, -0.13731)
C (-0.32924, 0.11725, -0.36225)
N (-0.92897, 1.25736, -0.83044)
C (0.88666, 0.21529, 0.30185)
C (1.49251, -0.71691, 1.06452)
H (-0.51724, 2.21157, -0.56256)
H (-2.06508, 1.27118, -0.96178)
H (1.23870, 1.24034, 0.20418)
H (2.61160, -0.65446, 1.41230)
H (1.00522, -1.63800, 1.05807)

Results
Total charge   0
Energy   -6186.2151 eV
Kohn-Sham gap   9.3663 eV
E_LUMO   0.65 eV
SMILES   [H]/N=C(\N)C=C

Calculated atomic charges, method Mulliken, unit e: number 1, H, carries 0.18; number 2, N, carries -0.57; number 3, C, carries 0.47; number 4, N, carries -0.50; number 5, C, carries -0.13; number 6, C, carries -0.73; number 7, H, carries 0.22; number 8, H, carries 0.27; number 9, H, carries 0.16; number 10, H, carries 0.23; number 11, H, carries 0.39

[7]
Entry from OMol25: a single C3H6N2 molecule (ωB97M-V with the def2-TZVPD basis set).

Atoms and positions in Å:
C (0.52526, 0.82274, 0.77219)
N (-0.28911, -0.10806, 1.22435)
N (-0.78482, -0.86373, 0.15936)
C (-0.14067, -0.57952, -1.06371)
C (0.70624, 0.78992, -0.73459)
H (0.81101, 1.54881, 1.44933)
H (-1.44082, -1.48799, 0.49994)
H (0.46520, -1.43489, -1.34623)
H (-0.84373, -0.31830, -1.88835)
H (0.21969, 1.67212, -1.26781)
H (1.76120, 0.62394, -0.97629)

Results
Total charge   0
Energy   -6186.5824 eV
Kohn-Sham gap   9.1459 eV
E_LUMO   1.19 eV
SMILES   C1=NNCC1

Calculated atomic charges, method Mulliken, unit e: number 1, C, carries -0.32; number 2, N, carries -0.49; number 3, N, carries 0.01; number 4, C, carries -0.54; number 5, C, carries -0.31; number 6, H, carries 0.46; number 7, H, carries 0.20; number 8, H, carries 0.26; number 9, H, carries 0.23; number 10, H, carries 0.26; number 11, H, carries 0.25

[8]
Entry from OMol25: a 2-piece molecular cluster, C3H6N2 overall (ωB97M-V with the def2-TZVPD basis set).

Atoms and positions in Å:
C (-0.29718, 1.19245, 0.94421)
N (0.36804, 0.59198, -0.01971)
C (-0.11228, -0.35121, -0.86236)
C (0.76630, -1.03772, -1.72331)
N (1.48540, -1.62385, -2.42600)
H (-1.37838, 1.17801, 0.91627)
H (0.23307, 1.79886, 1.66171)
H (-0.66171, -0.75579, 1.54456)
H (1.38011, 0.66778, 0.00921)
H (-0.60233, -1.25781, 0.96610)
H (-1.18104, -0.40270, -1.01068)

Results
Total charge   0
Energy   -6185.0818 eV
Kohn-Sham gap   8.3226 eV
E_LUMO   0.29 eV

Calculated atomic charges, method Mulliken, unit e: number 1, C, carries -0.59; number 2, N, carries -0.12; number 3, C, carries -0.37; number 4, C, carries 0.18; number 5, N, carries -0.42; number 6, H, carries 0.36; number 7, H, carries 0.26; number 8, H, carries 0.01; number 9, H, carries 0.22; number 10, H, carries 0.04; number 11, H, carries 0.43

Which value of E_LUMO does entry 8 give?
0.29 eV

The lowest Kohn-Sham gap belongs to which entry?
number 8